Record 1
ORCA calculation (ωB97M-V/def2-TZVPD) on 2 unconnected molecules or ions with the total composition C4H8NO2.

Kohn-Sham gap, eV: 9.93
E_HOMO, eV: -14.699
Net charge: +1
Strongest force on any atom, Eh/bohr: 0.015
E_LUMO, eV: -4.8
Spin multiplicity: 1
Calculated total energy, Eh: -362.17389
Relative energy (zero: lowest compared OMol25 entry of this formula, charge and spin), eV: 1.077

```
15
C4H8NO2, DFT ωB97M-V/def2-TZVPD
O 0.315 0.328 1.301
C 0.921 0.000 2.284
O 2.159 -0.470 2.214
H 0.507 0.085 3.295
H 2.474 -0.616 3.117
C -1.240 -0.494 -1.936
C -1.580 -1.579 -1.257
C -0.325 1.696 -1.820
N -0.583 0.572 -1.281
H -1.393 -0.388 -2.998
H -1.431 -1.782 -0.205
H -2.122 -2.367 -1.762
H 0.193 2.476 -1.279
H -0.612 1.861 -2.849
H -0.248 0.410 -0.309
```

Atom charges from the Löwdin analysis, given in e for atoms 1 to 2:
1 O 0.043
2 C -0.333



Record 2
ORCA calculation (ωB97M-V/def2-TZVPD) on 5 unconnected molecules or ions with the total composition C27H65N2 in a non-equilibrium geometry.

Kohn-Sham gap, eV: 4.21
E_HOMO, eV: -1.571
Net charge: -1
Strongest force on any atom, Eh/bohr: 0.049
E_LUMO, eV: 2.6
Spin multiplicity: 1
Calculated total energy, Eh: -1177.12927

```
94
C27H65N2, DFT ωB97M-V/def2-TZVPD
C -0.130 4.213 2.238
C 0.388 2.933 3.121
C 0.131 1.465 2.439
N 0.696 1.295 1.046
N 1.888 0.546 1.173
H -0.146 4.048 1.079
H 0.488 5.196 2.507
H -1.252 4.442 2.565
H 1.515 3.110 3.439
H -0.231 2.952 4.140
H 0.546 0.617 3.169
H -1.038 1.261 2.371
H 0.028 0.623 0.562
H 2.714 1.200 1.032
C -1.622 5.523 -1.784
C -2.158 6.303 -0.593
C -3.463 5.732 -0.035
C -4.653 5.748 -1.001
C -5.031 7.125 -1.553
C -5.470 8.104 -0.474
H -2.313 5.553 -2.631
H -0.671 5.952 -2.117
H -1.445 4.477 -1.517
H -2.285 7.355 -0.869
H -1.403 6.284 0.203
H -3.726 6.282 0.876
H -3.290 4.695 0.281
H -5.521 5.322 -0.485
H -4.448 5.078 -1.844
H -5.856 7.000 -2.264
H -4.199 7.554 -2.121
H -6.331 7.715 0.079
H -5.764 9.056 -0.928
H -4.665 8.310 0.237
C 0.561 -6.278 0.415
C 0.670 -5.567 -0.925
C 1.738 -4.471 -0.942
C 1.500 -3.308 0.028
C 0.173 -2.566 -0.149
C 0.038 -1.894 -1.507
H 0.257 -5.593 1.212
H -0.189 -7.073 0.358
H 1.516 -6.733 0.694
H -0.306 -5.158 -1.206
H 0.923 -6.309 -1.692
H 1.825 -4.081 -1.963
H 2.712 -4.920 -0.709
H 2.324 -2.593 -0.083
H 1.561 -3.675 1.059
H 0.099 -1.796 0.628
H -0.671 -3.245 0.010
H 0.850 -1.177 -1.670
H -0.910 -1.349 -1.565
H 0.051 -2.623 -2.323
C -0.357 1.714 -2.724
C -0.779 1.209 -4.095
C 0.354 1.237 -5.124
C 0.915 2.627 -5.444
C -0.106 3.645 -5.957
C -0.749 3.239 -7.274
H -0.049 2.762 -2.756
H -1.193 1.636 -2.021
H 0.473 1.121 -2.328
H -1.637 1.787 -4.452
H -1.127 0.174 -3.992
H 0.001 0.765 -6.048
H 1.178 0.608 -4.762
H 1.710 2.514 -6.191
H 1.402 3.038 -4.552
H 0.403 4.606 -6.101
H -0.884 3.820 -5.207
H 0.009 3.101 -8.052
H -1.440 4.018 -7.611
H -1.319 2.310 -7.177
C 2.684 -8.687 5.925
C 2.793 -7.976 4.584
C 3.862 -6.880 4.567
C 3.624 -5.717 5.538
C 2.297 -4.975 5.360
C 2.162 -4.303 4.002
H 2.381 -8.002 6.722
H 1.934 -9.482 5.868
H 3.639 -9.142 6.204
H 1.817 -7.567 4.304
H 3.047 -8.718 3.817
H 3.948 -6.490 3.546
H 4.835 -7.329 4.800
H 4.448 -5.002 5.426
H 3.684 -6.084 6.569
H 2.223 -4.205 6.137
H 1.453 -5.654 5.519
H 2.973 -3.586 3.839
H 1.214 -3.758 3.945
H 2.174 -5.032 3.187
```

Atom charges from the Löwdin analysis, given in e for atoms 1 to 2:
1 C -0.181
2 C -0.273



Record 3
ORCA calculation (ωB97M-V/def2-TZVPD) on a single C5H8N2 molecule.

Kohn-Sham gap, eV: 8.53
E_HOMO, eV: -7.476
Strongest force on any atom, Eh/bohr: 0.005
E_LUMO, eV: 1.1
Spin multiplicity: 1
Calculated total energy, Eh: -304.81734
Relative energy (zero: lowest compared OMol25 entry of this formula, charge and spin), eV: 0.494
SMILES: Cn1ccc(N)c1

```
15
C5H8N2, DFT ωB97M-V/def2-TZVPD
C 2.315 0.263 0.031
N 0.906 -0.046 -0.038
C 0.365 -1.267 0.235
C -1.002 -1.138 0.297
C -1.309 0.223 0.022
N -2.617 0.755 -0.055
C -0.111 0.884 -0.141
H 2.892 -0.584 -0.351
H 2.535 1.139 -0.586
H 2.621 0.464 1.064
H 0.992 -2.146 0.330
H -1.713 -1.921 0.527
H -3.285 0.015 -0.242
H -2.697 1.426 -0.809
H 0.108 1.934 -0.286
```

Atom charges from the Löwdin analysis, given in e for atoms 1 to 2:
1 C -0.041
2 N -0.193



Repeat the second record exactly.
ORCA calculation (ωB97M-V/def2-TZVPD) on 5 unconnected molecules or ions with the total composition C27H65N2 in a non-equilibrium geometry.

Kohn-Sham gap, eV: 4.21
E_HOMO, eV: -1.571
Net charge: -1
Strongest force on any atom, Eh/bohr: 0.049
E_LUMO, eV: 2.6
Spin multiplicity: 1
Calculated total energy, Eh: -1177.12927

```
94
C27H65N2, DFT ωB97M-V/def2-TZVPD
C -0.130 4.213 2.238
C 0.388 2.933 3.121
C 0.131 1.465 2.439
N 0.696 1.295 1.046
N 1.888 0.546 1.173
H -0.146 4.048 1.079
H 0.488 5.196 2.507
H -1.252 4.442 2.565
H 1.515 3.110 3.439
H -0.231 2.952 4.140
H 0.546 0.617 3.169
H -1.038 1.261 2.371
H 0.028 0.623 0.562
H 2.714 1.200 1.032
C -1.622 5.523 -1.784
C -2.158 6.303 -0.593
C -3.463 5.732 -0.035
C -4.653 5.748 -1.001
C -5.031 7.125 -1.553
C -5.470 8.104 -0.474
H -2.313 5.553 -2.631
H -0.671 5.952 -2.117
H -1.445 4.477 -1.517
H -2.285 7.355 -0.869
H -1.403 6.284 0.203
H -3.726 6.282 0.876
H -3.290 4.695 0.281
H -5.521 5.322 -0.485
H -4.448 5.078 -1.844
H -5.856 7.000 -2.264
H -4.199 7.554 -2.121
H -6.331 7.715 0.079
H -5.764 9.056 -0.928
H -4.665 8.310 0.237
C 0.561 -6.278 0.415
C 0.670 -5.567 -0.925
C 1.738 -4.471 -0.942
C 1.500 -3.308 0.028
C 0.173 -2.566 -0.149
C 0.038 -1.894 -1.507
H 0.257 -5.593 1.212
H -0.189 -7.073 0.358
H 1.516 -6.733 0.694
H -0.306 -5.158 -1.206
H 0.923 -6.309 -1.692
H 1.825 -4.081 -1.963
H 2.712 -4.920 -0.709
H 2.324 -2.593 -0.083
H 1.561 -3.675 1.059
H 0.099 -1.796 0.628
H -0.671 -3.245 0.010
H 0.850 -1.177 -1.670
H -0.910 -1.349 -1.565
H 0.051 -2.623 -2.323
C -0.357 1.714 -2.724
C -0.779 1.209 -4.095
C 0.354 1.237 -5.124
C 0.915 2.627 -5.444
C -0.106 3.645 -5.957
C -0.749 3.239 -7.274
H -0.049 2.762 -2.756
H -1.193 1.636 -2.021
H 0.473 1.121 -2.328
H -1.637 1.787 -4.452
H -1.127 0.174 -3.992
H 0.001 0.765 -6.048
H 1.178 0.608 -4.762
H 1.710 2.514 -6.191
H 1.402 3.038 -4.552
H 0.403 4.606 -6.101
H -0.884 3.820 -5.207
H 0.009 3.101 -8.052
H -1.440 4.018 -7.611
H -1.319 2.310 -7.177
C 2.684 -8.687 5.925
C 2.793 -7.976 4.584
C 3.862 -6.880 4.567
C 3.624 -5.717 5.538
C 2.297 -4.975 5.360
C 2.162 -4.303 4.002
H 2.381 -8.002 6.722
H 1.934 -9.482 5.868
H 3.639 -9.142 6.204
H 1.817 -7.567 4.304
H 3.047 -8.718 3.817
H 3.948 -6.490 3.546
H 4.835 -7.329 4.800
H 4.448 -5.002 5.426
H 3.684 -6.084 6.569
H 2.223 -4.205 6.137
H 1.453 -5.654 5.519
H 2.973 -3.586 3.839
H 1.214 -3.758 3.945
H 2.174 -5.032 3.187
```

Atom charges from the Löwdin analysis, given in e for atoms 1 to 2:
1 C -0.181
2 C -0.273



Q: The lowest Kohn-Sham gap belongs to which entry?
A: C27H65N2